# 1
# C11H14BNO6P

A 2-piece molecular cluster, C11H14BNO6P overall at a distorted geometry (the ωB97M-V functional and the def2-TZVPD basis, the Open Molecules 2025 dataset).

CARTESIAN COORDINATES (ANGSTROEM)
C (-1.21234, 3.82705, -0.31120)
O (-1.03853, 3.34687, -1.66215)
B (-1.57472, 2.06676, -1.84232)
O (-2.77189, 1.84247, -2.56289)
C (-0.78801, 0.78195, -1.24290)
C (-1.32293, -0.12772, -0.38755)
C (-0.48690, -1.36116, 0.10012)
O (-1.12472, -2.32488, 0.45365)
C (1.04479, -1.26527, 0.04750)
C (1.62522, -0.24971, -0.85403)
C (3.05397, -0.06632, -0.96790)
C (3.99610, -0.86062, -0.18989)
C (3.43784, -1.88562, 0.69571)
C (1.98103, -2.08702, 0.80701)
P (1.28638, -3.43655, 1.93300)
O (2.61702, -4.22011, 2.61391)
O (0.62940, -4.54643, 0.82193)
C (0.69867, 0.62808, -1.71859)
O (1.08095, 1.21404, -2.70049)
H (-0.20848, 3.87102, 0.17438)
H (-1.74387, 4.80711, -0.30247)
H (-1.88122, 3.08876, 0.22816)
H (-2.49971, 1.22617, -3.27522)
H (-2.37518, 0.00541, -0.02892)
H (3.44892, 0.70791, -1.66487)
H (5.09276, -0.72000, -0.27044)
H (4.10859, -2.54471, 1.30026)
H (2.42392, -5.17430, 2.49537)
H (0.94337, -4.29422, -0.06827)
N (-3.68815, 1.55036, 1.67611)
H (-3.82068, 2.42065, 2.19917)
H (-4.50417, 0.94495, 1.80774)
H (-3.57893, 1.76420, 0.67994)
H (-2.84850, 1.07091, 2.01613)

Forces on atoms 1 to 3 (eV/Å):
C 0.0 -0.4 -0.1
O -1.4 -0.8 0.7
B 0.2 0.1 -0.8

Output
- total charge = +1
- Kohn-Sham gap (eV) = 6.47
- highest occupied orbital energy (hartree) = -0.399
- electronic energy (eV) = -35368.03395
- multiplicity = 1

=====

# 2
# C8H14

The molecule C8H14 at a distorted geometry (the ωB97M-V functional and the def2-TZVPD basis, the Open Molecules 2025 dataset).

CARTESIAN COORDINATES (ANGSTROEM)
C (2.64171, 0.74859, 0.24797)
C (1.20524, 0.95541, -0.26449)
C (0.17661, 0.91203, 0.87472)
C (-0.63299, -0.37233, 0.80491)
C (-0.59814, -1.26180, 1.78772)
C (-1.19236, -1.87315, -1.10062)
C (-1.29517, -0.69493, -0.48421)
C (-1.92862, 0.44812, -1.23241)
H (2.79015, 1.20114, 1.23336)
H (2.91607, -0.30132, 0.35662)
H (3.41225, 1.18451, -0.38303)
H (1.00148, 0.20138, -1.02277)
H (1.27130, 1.87994, -0.83070)
H (-0.53896, 1.73530, 0.79187)
H (0.69630, 0.95072, 1.82218)
H (-0.87293, -2.30595, 1.71757)
H (-0.33294, -0.99124, 2.80823)
H (-0.68791, -2.75789, -0.74336)
H (-1.61683, -1.94562, -2.09663)
H (-1.21148, 1.24250, -1.44447)
H (-2.44287, 0.09733, -2.12385)
H (-2.75990, 0.94726, -0.71860)

Forces on atoms 1 to 3 (eV/Å):
C 0.3 -0.3 0.4
C 1.3 0.0 -0.1
C -1.2 0.0 -0.6

Output
- Kohn-Sham gap (eV) = 9.71
- highest occupied orbital energy (hartree) = -0.318
- SMILES string = C=C(C)C(=C)CCC
- electronic energy (eV) = -8521.54968
- multiplicity = 1
- energy above the lowest of the compared OMol25 structures with the same formula, charge and spin (eV) = 1.530

=====

# 3
# C21H42N2O2

The molecule C21H42N2O2 (the ωB97M-V functional and the def2-TZVPD basis, the Open Molecules 2025 dataset).

CARTESIAN COORDINATES (ANGSTROEM)
C (-2.05613, 0.40370, 1.88519)
H (-3.02644, 0.07209, 2.25104)
H (-1.44041, -0.47064, 1.69447)
C (-2.21926, 1.19890, 0.59257)
C (-3.12663, 2.40640, 0.81793)
H (-3.21328, 3.00652, -0.08584)
H (-4.12291, 2.08176, 1.11294)
H (-2.72684, 3.03817, 1.60832)
H (-1.23118, 1.55148, 0.27882)
C (-2.76161, 0.29111, -0.53277)
N (-1.76577, 0.01461, -1.55595)
C (-0.93030, -1.02707, -1.34571)
O (-1.06756, -1.75004, -0.36934)
C (0.11771, -1.35120, -2.40346)
H (0.56761, -0.44711, -2.80496)
C (1.20938, -2.23999, -1.81313)
C (2.27021, -1.45209, -1.03026)
C (1.69644, -0.41629, -0.07483)
O (1.06918, 0.52837, -0.53570)
N (1.95341, -0.49066, 1.25532)
C (2.69593, -1.51749, 1.95510)
H (3.24590, -1.02479, 2.76248)
H (3.44110, -1.96029, 1.29083)
C (1.87045, -2.66412, 2.58123)
C (1.09254, -3.45558, 1.53781)
H (0.54630, -4.26471, 2.01760)
H (0.37328, -2.81559, 1.03260)
H (1.76498, -3.89326, 0.80324)
C (0.91980, -2.18714, 3.67663)
H (0.09404, -1.62713, 3.24619)
H (0.50255, -3.04608, 4.19833)
H (1.43700, -1.56822, 4.40776)
H (2.61225, -3.32817, 3.04483)
C (1.56386, 0.66091, 2.05533)
H (1.12433, 0.31972, 2.99173)
H (0.80590, 1.19747, 1.48350)
C (2.72344, 1.62407, 2.36068)
C (3.41208, 2.08689, 1.08057)
H (2.68657, 2.52966, 0.40308)
H (3.88356, 1.24908, 0.57139)
H (4.17878, 2.82506, 1.30682)
C (2.17446, 2.81843, 3.13759)
H (1.68093, 2.49196, 4.05068)
H (2.97812, 3.49978, 3.40712)
H (1.45285, 3.36112, 2.53133)
H (3.46403, 1.11612, 2.99065)
H (2.93475, -2.15858, -0.54034)
H (2.85947, -0.87031, -1.74720)
H (0.73326, -2.97082, -1.16013)
H (1.71745, -2.77917, -2.61669)
H (-0.38821, -1.88427, -3.21178)
C (-1.65691, 1.01759, -2.58925)
H (-1.73370, 2.00063, -2.11250)
H (-0.67888, 0.96535, -3.06285)
C (-2.74656, 0.90229, -3.66993)
C (-2.60128, 2.05459, -4.66042)
H (-1.63515, 2.00716, -5.15839)
H (-2.67788, 3.01331, -4.15238)
H (-3.37962, 2.00501, -5.41816)
C (-2.67578, -0.44000, -4.39057)
H (-2.76956, -1.25711, -3.67947)
H (-3.48191, -0.52296, -5.11637)
H (-1.72943, -0.53875, -4.91793)
H (-3.72762, 0.98091, -3.18925)
H (-3.07462, -0.66801, -0.11577)
H (-3.62172, 0.75645, -1.01712)
H (-1.58676, 1.01099, 2.65677)

Forces on atoms 1 to 3 (eV/Å):
C 0.2 0.1 -0.2
H -0.1 -0.1 0.1
H 0.1 -0.1 0.1

Output
- Kohn-Sham gap (eV) = 9.53
- highest occupied orbital energy (hartree) = -0.319
- SMILES string = CC(C)CN(CC(C)C)C(=O)CCCC(=O)N(CC(C)C)CC(C)C
- electronic energy (eV) = -29535.68139
- multiplicity = 1
- energy above the lowest of the compared OMol25 structures with the same formula, charge and spin (eV) = 0.200

=====

# 4
# C4H6OS

The molecule C4H6OS at a distorted geometry (the ωB97M-V functional and the def2-TZVPD basis, the Open Molecules 2025 dataset).

CARTESIAN COORDINATES (ANGSTROEM)
C (1.97805, -0.02793, -0.09008)
C (0.49011, 0.03215, -0.01492)
C (-0.41899, 1.02280, -0.00521)
C (-2.04217, -0.63106, 0.06144)
H (2.35906, -0.96895, -0.84498)
H (2.68275, 0.91202, -0.35042)
H (2.24146, -0.25432, 1.06014)
H (0.03503, 2.08150, -0.05565)
H (-2.28787, -0.62190, 1.28086)
H (-3.07275, -0.73433, -0.56295)
O (-1.69434, 0.75809, -0.32165)
S (-0.27035, -1.56806, -0.15660)

Forces on atoms 1 to 3 (eV/Å):
C 3.2 -0.8 1.2
C -1.1 -0.1 -0.8
C 3.5 1.3 -0.8

Output
- Kohn-Sham gap (eV) = 8.57
- highest occupied orbital energy (hartree) = -0.287
- SMILES string = CC1=COCS1
- electronic energy (eV) = -17124.59656
- multiplicity = 1
- energy above the lowest of the compared OMol25 structures with the same formula, charge and spin (eV) = 3.533